Molecular formula: CH2BrNO4
Method: DFT, ωB97M-V/def2-TZVPD

Output
LUMO in eV: 0.09
Multiplicity: 1
HOMO level in eV: -10.42
Frontier orbital gap in eV: 10.511
Charge: 0

Geometry (Å):
1 O -0.7756 0.6657 0.8422
2 C 0.0158 -0.0493 1.2920
3 O 0.6621 -0.8168 1.8549
4 O -1.5695 3.1625 -3.8622
5 N -0.9590 2.5146 -3.0814
6 O -1.6915 2.0775 -1.9559
7 H -1.0881 1.7879 -1.2228
8 Br 2.1491 -4.1394 3.1280
9 H 3.2568 -5.2026 3.0052

Molecular formula: CH2BrO2S
Method: DFT, ωB97M-V/def2-TZVPD

Output
LUMO in eV: 3.37
Multiplicity: 1
HOMO level in eV: -3.58
Frontier orbital gap in eV: 6.951
Charge: -1

Geometry (Å):
1 C -0.3680 0.5772 0.1352
2 O 1.2073 -1.0673 -1.2980
3 O 1.4902 -0.9101 1.1927
4 S 0.5476 -1.1060 0.0798
5 Br -2.3021 0.2837 0.0240
6 H -0.3155 1.2306 0.9834
7 H -0.2596 0.9918 -1.1170

Molecular formula: CH2BrPSi
Method: DFT, ωB97M-V/def2-TZVPD

Output
LUMO (spin up / spin down) in eV: -0.51 / -1.74
Multiplicity: 3
HOMO level (spin up / spin down) in eV: -7.60 / -9.37
Frontier orbital gap (spin up / spin down) in eV: 7.090 / 7.634
Charge: 0

Geometry (Å):
1 C 2.0645 -0.4972 -0.1360
2 Si -1.1050 -0.0812 -0.0556
3 P 0.6792 -1.3581 0.0419
4 Br 2.4520 1.2160 0.1930
5 H -1.6430 1.1553 0.5743
6 H -2.4476 -0.4349 -0.6175

Molecular formula: CH2CdLiO
Method: DFT, ωB97M-V/def2-TZVPD

Output
LUMO (spin up / spin down) in eV: -6.69 / -6.79
Multiplicity: 1
HOMO level (spin up / spin down) in eV: -11.86 / -10.53
Frontier orbital gap (spin up / spin down) in eV: 5.168 / 3.737
Charge: +1

Geometry (Å):
1 C 0.6565 -0.2233 -0.2075
2 O 0.2447 -1.3806 -0.1492
3 H 1.6759 0.1102 -0.4531
4 Cd -0.5906 1.3408 0.2477
5 Li 1.1386 -3.0145 -0.2111
6 H 2.3564 -1.8399 -0.4411

Molecular formula: CH2Cl2FN
Method: DFT, ωB97M-V/def2-TZVPD

Output
LUMO in eV: 0.66
Multiplicity: 1
HOMO level in eV: -10.44
Frontier orbital gap in eV: 11.102
Charge: 0

Geometry (Å):
1 F 0.8458 -0.8185 -1.2427
2 C 0.5081 -0.7516 0.0337
3 N 1.0761 0.0053 0.8235
4 Cl 2.2530 1.1226 0.4500
5 H -0.2841 -1.4887 0.2016
6 Cl -2.6535 0.5439 0.0600
7 H -1.7455 1.3870 -0.3260

Molecular formula: CH2Cl2N2
Method: DFT, ωB97M-V/def2-TZVPD

Output
LUMO in eV: 0.65
Multiplicity: 1
HOMO level in eV: -9.63
Frontier orbital gap in eV: 10.276
Charge: 0

Geometry (Å):
1 N 0.5088 -0.3877 1.0486
2 C 0.1103 -0.0247 -0.2100
3 Cl 0.2634 -1.2875 -1.4470
4 N -0.4620 1.0868 -0.3925
5 Cl -0.7699 1.6459 -1.9220
6 H 0.0403 0.3871 1.5777
7 H 0.3091 -1.4200 1.3452

Molecular formula: CH2Cl2N2
Method: DFT, ωB97M-V/def2-TZVPD

Output
LUMO (spin up / spin down) in eV: -0.67 / -0.80
Multiplicity: 1
HOMO level (spin up / spin down) in eV: -9.10 / -9.37
Frontier orbital gap (spin up / spin down) in eV: 8.430 / 8.567
Charge: 0

Geometry (Å):
1 C 0.4916 -0.5374 -0.0677
2 N 0.5181 0.3179 -0.9073
3 N -1.4745 0.0099 0.7544
4 Cl 1.1870 -1.7837 0.7849
5 Cl 1.6901 0.7384 -2.0820
6 H -1.3545 0.8052 -0.0274
7 H -1.0577 0.4496 1.5451

Molecular formula: CH2Cl2NO2P
Method: DFT, ωB97M-V/def2-TZVPD

Output
LUMO in eV: 0.09
Multiplicity: 1
HOMO level in eV: -10.11
Frontier orbital gap in eV: 10.206
Charge: 0

Geometry (Å):
1 O 1.2497 0.4737 -2.4076
2 C 2.1478 1.2357 -2.5309
3 Cl 1.9764 2.9117 -2.5699
4 Cl 3.8155 0.7467 -2.5876
5 N 0.9931 -0.0819 1.8381
6 P 0.2492 0.9881 0.7236
7 O 1.1646 2.0333 0.1270
8 H 1.8734 0.0526 2.1598
9 H 0.5206 -0.7455 2.3946

Molecular formula: CH2Cl2NO2S
Method: DFT, ωB97M-V/def2-TZVPD

Output
LUMO in eV: 3.65
Multiplicity: 1
HOMO level in eV: -3.64
Frontier orbital gap in eV: 7.284
Charge: -1

Geometry (Å):
1 C 0.8210 -1.4330 0.3031
2 N -0.1297 0.9698 -1.2406
3 O -1.8445 0.4576 0.6861
4 O 0.3764 1.7252 1.0027
5 S -0.4245 0.6598 0.3986
6 Cl -0.4306 -2.4222 -0.4184
7 Cl 0.8715 -1.6692 2.0629
8 H 0.6417 1.6223 -1.1055
9 H 0.1187 0.0897 -1.6890

Molecular formula: CH2Cl2NO3P
Method: DFT, ωB97M-V/def2-TZVPD

Output
LUMO (spin up / spin down) in eV: 0.25 / -2.38
Multiplicity: 3
HOMO level (spin up / spin down) in eV: -9.47 / -11.45
Frontier orbital gap (spin up / spin down) in eV: 9.724 / 9.071
Charge: 0

Geometry (Å):
1 C -0.1299 0.4952 1.0788
2 N 1.4978 -1.1055 -0.1054
3 O 2.5229 -0.9386 0.4757
4 O 0.9552 -1.8807 -0.7546
5 O -0.0659 0.6155 -1.7852
6 P -0.8755 0.5768 -0.6085
7 Cl -2.2122 -0.9452 -0.7572
8 Cl -2.0917 2.2532 -0.4963
9 H -0.2284 -0.2255 1.8415
10 H 0.6277 1.1549 1.1111

Molecular formula: CH2Cl3OP
Method: DFT, ωB97M-V/def2-TZVPD

Output
LUMO in eV: -0.37
Multiplicity: 1
HOMO level in eV: -9.10
Frontier orbital gap in eV: 8.728
Charge: 0

Geometry (Å):
1 C 1.7026 0.1733 0.4139
2 O -2.9048 -1.2855 -0.6637
3 P -2.4475 -0.1093 0.0778
4 Cl 0.1904 -0.6904 -0.1422
5 Cl 2.9537 -1.0006 0.3058
6 Cl 1.8646 1.5345 -0.6753
7 H 1.3925 0.2935 1.5119
8 H -2.7515 1.0846 -0.8282

Molecular formula: CH2Cl3OP
Method: DFT, ωB97M-V/def2-TZVPD

Output
LUMO in eV: -0.17
Multiplicity: 1
HOMO level in eV: -9.42
Frontier orbital gap in eV: 9.251
Charge: 0

Geometry (Å):
1 C -0.8725 0.4139 -0.6355
2 O 1.2470 -1.1746 0.8363
3 P 0.7961 0.3800 1.0137
4 Cl -2.1754 -0.6405 0.0671
5 Cl -0.3568 -0.2215 -2.2140
6 Cl -1.4905 2.0565 -0.7072
7 H 1.1488 -1.5747 1.6507
8 H 1.7033 0.7608 -0.0111

Molecular formula: CH2ClF2P
Method: DFT, ωB97M-V/def2-TZVPD

Output
LUMO in eV: 0.60
Multiplicity: 1
HOMO level in eV: -10.43
Frontier orbital gap in eV: 11.030
Charge: 0

Geometry (Å):
1 F 1.3266 0.7544 1.0713
2 C 0.6806 0.1820 -0.0081
3 F 1.2491 0.7790 -1.1056
4 P -1.2783 0.6090 -0.0458
5 Cl 0.9571 -1.5214 -0.0147
6 H -1.5276 -0.3889 1.1437
7 H -1.4076 -0.4142 -1.0408

Molecular formula: CH2ClFN2O4
Method: DFT, ωB97M-V/def2-TZVPD

Output
LUMO in eV: -1.28
Multiplicity: 1
HOMO level in eV: -10.07
Frontier orbital gap in eV: 8.791
Charge: 0

Geometry (Å):
1 O -1.7865 2.0741 1.1162
2 N -0.9154 1.2392 0.9576
3 O -0.7801 0.2378 1.8791
4 N -0.0340 1.1798 0.0491
5 F -0.2069 2.1887 -0.8773
6 H -0.1717 -0.6430 1.6333
7 O 0.7090 -1.5201 0.7063
8 C 0.9955 -1.3797 -0.4554
9 O 0.0723 -0.7358 -1.2328
10 Cl 0.1686 -0.7957 -2.9522
11 H 1.9492 -1.8454 -0.8239

Molecular formula: CH2ClFP2
Method: DFT, ωB97M-V/def2-TZVPD

Output
LUMO in eV: 0.30
Multiplicity: 1
HOMO level in eV: -9.86
Frontier orbital gap in eV: 10.153
Charge: 0

Geometry (Å):
1 F -0.9255 2.0585 -0.0311
2 P 0.3853 1.1119 -0.4641
3 P -0.7332 -0.6187 -0.9455
4 C 0.0712 -0.2693 0.6626
5 Cl 1.5755 -1.1636 1.2366
6 H 0.1502 -1.1798 -1.8755
7 H -0.5234 0.0610 1.4170

Molecular formula: CH2ClN2O2
Method: DFT, ωB97M-V/def2-TZVPD

Output
LUMO (spin up / spin down) in eV: 3.62 / 3.63
Multiplicity: 1
HOMO level (spin up / spin down) in eV: -3.96 / -3.70
Frontier orbital gap (spin up / spin down) in eV: 7.581 / 7.334
Charge: -1

Geometry (Å):
1 C -1.1994 -0.2483 -0.4066
2 N 0.8135 -0.8040 0.4719
3 N 1.3469 0.2970 0.3078
4 O 0.8590 1.3171 -0.2482
5 O 2.5634 0.3427 0.6962
6 Cl -2.4034 -0.9822 0.6597
7 H -0.7237 -0.7126 -1.2035
8 H -1.2564 0.7904 -0.2773

Molecular formula: CH2ClN2O3
Method: DFT, ωB97M-V/def2-TZVPD

Output
LUMO (spin up / spin down) in eV: -7.09 / -7.09
Multiplicity: 1
HOMO level (spin up / spin down) in eV: -14.11 / -14.11
Frontier orbital gap (spin up / spin down) in eV: 7.025 / 7.023
Charge: +1

Geometry (Å):
1 C -0.2688 0.0641 0.0021
2 N 1.5987 1.6469 1.1514
3 N -0.3654 -1.1662 -0.3991
4 O 2.6046 1.2048 1.0106
5 O 0.8046 2.4410 1.3638
6 O -1.4757 -1.8990 -0.9115
7 Cl -1.4629 1.1499 -0.2091
8 H 0.4047 -1.8492 -0.1882
9 H -1.8398 -1.5922 -1.8200

Calculated total energy values (in a.u.) by entry order: -2968.96490; -3161.99184; -3243.96636; -289.36678; -1114.25188; -1069.15780; -1069.01985; -1506.30771; -1563.07596; -1581.38883; -1836.40884; -1836.42940; -1040.54143; -1009.54563; -1282.04688; -759.31582; -834.16687.
Energy relative to the best compared isomer or geometry (same formula, charge and spin) values (in kcal per mole) by entry order: 8.9; 20.6; 1.7; 48.9; 29.0; 9.0; 95.6; 33.9; 50.1; 0.0; 87.2; 74.3; 36.0; 21.9; 6.9; 89.7; 60.8.